{
  "formula": "C11H20Cl2NO5Sn",
  "method": "ωB97M-V/def2-TZVPD",
  "lumo_energy_ev": [-12.392, -12.751],
  "energy_ha": -1995.61995,
  "fmax_ev_per_a": 0.406,
  "charge": 3,
  "gap_ev": [7.2, 6.8],
  "species": ["Sn", "Cl", "Cl", "O", "O", "O", "O", "O", "N", "C", "C", "C", "C", "C", "C", "C", "C", "C", "C", "C", "H", "H", "H", "H", "H", "H", "H", "H", "H", "H", "H", "H", "H", "H", "H", "H", "H", "H", "H", "H"],
  "positions_angstrom": [[-1.238, 0.089, 0.422], [-1.670, 2.016, 2.370], [-2.768, -0.587, 3.200], [-1.771, 1.773, -0.862], [3.965, -2.731, -1.643], [-6.076, 0.767, -0.139], [0.869, 1.066, 0.410], [1.707, -1.817, 0.111], [-3.804, 1.026, -0.271], [-3.018, 1.867, -0.978], [4.329, -3.773, -2.569], [-2.505, 1.077, 3.691], [1.095, 2.479, 0.120], [-3.758, 2.848, -1.830], [1.927, -0.988, 1.259], [-5.224, 2.438, -1.632], [-5.060, 1.315, -0.590], [3.884, -3.017, -0.326], [2.303, -3.045, 0.112], [2.108, 0.450, 0.856], [4.638, -3.271, -3.481], [2.837, 0.545, 0.049], [-5.695, 2.011, -2.517], [3.430, -4.369, -2.767], [0.167, 2.887, -0.266], [-3.453, 1.575, 3.859], [-3.552, 3.861, -1.480], [2.463, 1.013, 1.723], [1.790, -3.698, -0.589], [4.307, -3.985, -0.055], [1.874, 2.563, -0.635], [1.390, 2.987, 1.037], [-5.873, 3.217, -1.236], [4.311, -2.181, 0.240], [1.062, -1.083, 1.930], [-1.848, 1.118, 4.552], [2.374, -3.503, 1.106], [-3.425, 2.788, -2.867], [2.798, -1.330, 1.822], [5.108, -4.399, -2.138]],
  "forces_ev_per_a": [[-0.048, 0.128, -0.065], [0.005, -0.053, 0.038], [0.019, 0.055, 0.018], [0.104, -0.070, 0.039], [0.033, 0.012, 0.020], [0.088, 0.030, -0.023], [0.018, -0.154, 0.014], [0.085, 0.094, -0.127], [0.176, -0.083, 0.063], [-0.087, 0.095, -0.047], [-0.080, -0.020, -0.045], [-0.010, -0.004, -0.016], [-0.032, 0.025, 0.009], [-0.034, -0.036, 0.016], [-0.255, -0.046, 0.076], [0.051, 0.029, -0.008], [-0.260, -0.020, -0.037], [0.353, -0.008, -0.137], [-0.302, -0.103, 0.252], [0.013, 0.143, 0.011], [0.021, -0.008, 0.013], [-0.016, -0.002, -0.011], [-0.007, 0.013, -0.005], [-0.019, -0.003, 0.005], [0.034, 0.001, 0.001], [0.003, -0.003, 0.006], [0.001, 0.005, -0.003], [0.015, -0.010, -0.002], [0.059, 0.011, -0.068], [-0.026, -0.014, 0.004], [0.003, 0.012, -0.004], [0.013, -0.003, -0.013], [-0.003, -0.002, 0.001], [-0.108, -0.015, 0.028], [0.101, -0.130, 0.015], [-0.009, 0.001, 0.007], [0.018, 0.024, -0.012], [-0.005, -0.018, 0.001], [0.063, 0.114, -0.016], [0.021, 0.012, 0.000]]
}

---

{
  "formula": "C26H30ClMnN6OS2",
  "method": "ωB97M-V/def2-TZVPD",
  "lumo_energy_ev": [-3.133, -3.158],
  "energy_ha": -3819.97515,
  "fmax_ev_per_a": 1.602,
  "spin_multiplicity": 2,
  "charge": 1,
  "gap_ev": [6.7, 6.7],
  "species": ["Mn", "Cl", "S", "S", "O", "N", "N", "N", "N", "N", "N", "C", "C", "C", "C", "C", "C", "C", "C", "C", "C", "C", "C", "C", "C", "C", "C", "C", "C", "C", "C", "C", "C", "C", "C", "C", "C", "H", "H", "H", "H", "H", "H", "H", "H", "H", "H", "H", "H", "H", "H", "H", "H", "H", "H", "H", "H", "H", "H", "H", "H", "H", "H", "H", "H", "H", "H"],
  "positions_angstrom": [[-0.610, 0.210, 0.311], [5.774, -2.849, -1.184], [-0.840, -2.928, -1.572], [0.234, 0.946, 2.628], [0.359, -1.387, 0.509], [-2.514, -1.008, 0.583], [2.642, -0.354, 2.943], [0.843, 1.076, -0.727], [-1.329, 2.117, 0.334], [0.993, -1.424, 3.767], [-1.824, 0.141, -1.850], [2.117, -2.192, 4.032], [-0.585, 2.975, -0.442], [-0.140, 5.141, -1.454], [-2.040, 4.807, 0.127], [1.305, -0.292, 3.110], [1.929, 0.502, -1.076], [-2.725, 3.967, 0.941], [3.154, -1.519, 3.509], [-3.593, -0.803, -0.399], [-1.864, -2.190, -2.860], [1.552, -1.667, 0.122], [3.644, -1.195, -1.088], [0.928, 4.603, -2.095], [1.287, 3.240, -1.898], [-2.325, 2.610, 1.007], [-1.619, -0.696, -3.044], [0.563, 2.439, -1.079], [2.344, -0.808, -0.684], [2.143, -2.905, 0.509], [-2.268, -2.430, 0.910], [-2.021, -3.365, -0.278], [3.402, -3.248, 0.111], [4.168, -2.381, -0.696], [3.442, 0.644, 2.231], [-0.925, 4.324, -0.598], [-3.225, 0.256, -1.430], [1.554, -3.575, 1.123], [-1.606, -2.685, -3.795], [-2.770, -0.562, 1.456], [-2.863, 1.912, 1.637], [-2.956, -3.624, -0.777], [0.047, -1.625, 4.042], [2.639, 1.047, -1.701], [-3.362, 1.241, -0.996], [3.830, -4.198, 0.413], [-4.532, -0.537, 0.090], [-1.501, 1.066, -2.100], [4.221, 1.018, 2.891], [4.205, -1.756, 3.478], [-2.329, 5.848, 0.031], [1.533, 5.219, -2.749], [-2.263, -0.351, -3.862], [2.781, 1.457, 1.945], [-3.776, -1.744, -0.904], [2.076, -3.134, 4.553], [3.886, 0.195, 1.345], [-3.572, 4.305, 1.522], [-0.587, -0.552, -3.367], [-3.130, -2.845, 1.445], [2.159, 2.854, -2.415], [-2.915, -2.418, -2.677], [-0.397, 6.188, -1.580], [-1.648, -4.301, 0.137], [-3.919, 0.190, -2.276], [4.234, -0.531, -1.714], [-1.412, -2.459, 1.575]],
  "forces_ev_per_a": [[-0.408, 0.227, -0.758], [-0.160, 0.014, 0.068], [0.053, -0.219, -0.228], [-0.203, -0.154, -0.134], [0.516, -0.779, 0.383], [0.412, 0.156, 0.524], [0.375, 0.192, -0.210], [-1.055, 1.120, 0.446], [0.465, 0.201, -0.486], [-0.197, -0.177, 0.209], [0.023, -0.054, 0.179], [-0.317, 0.081, -0.034], [-0.097, -0.221, 0.118], [-0.263, 0.042, 0.222], [0.088, 0.297, -0.170], [0.296, -0.346, 0.006], [0.842, -0.407, -0.355], [-0.096, -0.448, 0.213], [-0.016, 0.379, -0.199], [0.088, -0.044, -0.011], [-0.081, 0.105, 0.043], [0.123, -0.018, 0.048], [-0.033, 0.222, -0.140], [0.349, -0.420, -0.103], [0.421, 0.639, -0.591], [-0.626, 0.413, 0.340], [0.050, -0.046, -0.022], [-0.127, -0.848, 0.470], [0.082, 0.276, -0.182], [-0.143, 0.124, -0.091], [-0.079, 0.009, -0.096], [-0.122, 0.047, 0.015], [0.253, -0.185, 0.012], [0.156, -0.383, 0.120], [-0.099, -0.169, 0.230], [0.002, 0.233, -0.098], [-0.025, 0.009, -0.024], [0.008, 0.014, -0.015], [-0.009, 0.021, -0.041], [-0.192, -0.046, 0.083], [-0.095, 0.019, 0.044], [-0.019, -0.037, 0.017], [0.019, -0.042, 0.029], [0.023, -0.059, 0.034], [0.000, 0.142, 0.045], [-0.040, 0.090, -0.042], [-0.017, 0.052, 0.005], [-0.001, 0.104, -0.069], [0.025, 0.025, 0.017], [-0.092, 0.052, -0.022], [0.040, -0.052, -0.009], [-0.010, -0.080, 0.014], [-0.022, 0.049, -0.019], [-0.007, 0.007, -0.009], [-0.032, -0.083, -0.002], [-0.035, 0.089, -0.029], [0.003, -0.043, 0.014], [0.034, -0.045, 0.009], [0.030, -0.003, 0.060], [-0.053, -0.022, 0.046], [-0.048, 0.101, 0.024], [0.026, 0.017, 0.000], [-0.016, -0.103, 0.024], [-0.016, -0.026, 0.041], [0.026, -0.028, -0.044], [-0.080, -0.011, 0.055], [0.101, 0.032, 0.027]]
}

---

{
  "formula": "C22H48Cl24N4P",
  "method": "ωB97M-V/def2-TZVPD",
  "lumo_energy_ev": -2.705,
  "energy_ha": -12471.73814,
  "fmax_ev_per_a": 1.875,
  "charge": 1,
  "gap_ev": 8.6,
  "species": ["Cl", "Cl", "Cl", "Cl", "Cl", "Cl", "Cl", "Cl", "Cl", "Cl", "Cl", "Cl", "Cl", "Cl", "Cl", "Cl", "Cl", "Cl", "Cl", "Cl", "Cl", "Cl", "Cl", "Cl", "P", "N", "N", "N", "N", "C", "C", "C", "C", "C", "C", "C", "C", "C", "C", "C", "C", "C", "C", "C", "C", "C", "C", "C", "C", "C", "C", "H", "H", "H", "H", "H", "H", "H", "H", "H", "H", "H", "H", "H", "H", "H", "H", "H", "H", "H", "H", "H", "H", "H", "H", "H", "H", "H", "H", "H", "H", "H", "H", "H", "H", "H", "H", "H", "H", "H", "H", "H", "H", "H", "H", "H", "H", "H", "H"],
  "positions_angstrom": [[2.777, 5.830, 1.717], [-2.896, -6.227, 3.561], [6.290, 3.454, 0.754], [-3.699, 2.462, -10.703], [-0.991, -7.299, -4.448], [-2.907, 4.152, -8.449], [1.424, -8.748, -3.653], [6.754, 4.625, 8.089], [1.395, -8.330, 3.911], [-0.648, -6.322, 0.158], [0.487, 0.677, -9.062], [-2.762, -5.196, 6.602], [-2.070, -3.436, 3.246], [5.587, 1.675, -1.475], [-1.538, -9.095, -0.088], [-2.875, -5.482, 9.517], [-0.537, -1.565, -4.498], [-3.284, -1.911, -3.549], [-1.730, -0.842, -7.920], [4.003, 4.184, 8.987], [6.490, 6.627, 1.114], [3.815, 4.927, 4.303], [0.103, -8.256, 6.537], [6.028, 9.324, 0.080], [-2.045, -2.007, -0.399], [-2.681, 2.568, -0.445], [-0.495, 2.768, -1.026], [-1.199, 0.642, -0.514], [-3.415, -2.806, -0.348], [-0.327, -8.603, -3.456], [0.892, 2.387, -1.283], [1.901, 3.393, -0.677], [-5.171, 2.265, -0.694], [5.053, 5.046, 7.857], [4.019, 6.058, 2.954], [-3.144, -6.267, 7.957], [6.838, 8.355, 1.311], [6.893, 2.353, -0.494], [-5.787, 3.070, 0.461], [-2.226, -1.080, -4.703], [-2.338, -0.200, -0.075], [-3.547, 0.303, -0.837], [-0.201, -8.026, 0.347], [0.007, -0.825, -8.269], [1.895, 2.538, 1.708], [2.742, 2.721, 0.407], [-3.836, 1.667, -0.243], [0.426, -7.370, 5.041], [-2.351, 3.092, -9.753], [-2.803, -4.849, 2.462], [-1.472, 1.978, -0.654], [-6.724, 3.537, 0.187], [-1.697, 3.657, -10.407], [-0.715, 3.746, -1.157], [7.423, 1.541, -0.011], [6.492, 8.671, 2.289], [-3.933, 1.489, 0.832], [1.041, 2.365, -2.361], [0.552, -0.918, -7.337], [3.660, 3.280, 0.564], [0.237, -1.658, -8.923], [-5.836, 1.457, -0.979], [-2.508, -7.142, 7.893], [-4.187, -6.553, 7.887], [-5.915, 2.392, 1.302], [7.908, 8.502, 1.227], [0.642, -8.235, -0.304], [3.951, 7.071, 3.334], [3.016, 1.724, 0.068], [4.990, 5.887, 2.487], [-2.304, -0.011, -4.542], [4.934, 6.111, 8.016], [-2.538, -1.328, -5.708], [-3.503, -3.268, -1.250], [-2.191, -5.126, 1.613], [-3.276, 0.399, -1.887], [2.139, 3.325, 2.409], [-1.177, -2.478, 0.610], [0.071, -8.206, 1.381], [-5.008, 2.933, -1.537], [2.209, 1.593, 2.141], [-3.802, -4.586, 2.136], [-4.403, -0.351, -0.725], [4.767, 4.780, 6.847], [-2.546, -0.072, 0.990], [1.419, 4.311, -0.345], [-0.791, -9.537, -3.750], [0.832, 2.541, 1.471], [7.563, 2.904, -1.144], [-0.435, 0.563, 0.156], [-2.622, 3.290, 0.263], [-1.814, 2.259, -9.317], [0.972, -6.466, 5.285], [-5.059, 3.812, 0.786], [-1.361, -2.166, -1.620], [1.159, 1.413, -0.900], [-0.542, -8.392, -2.417], [2.581, 3.663, -1.484], [-0.514, -7.125, 4.562]],
  "forces_ev_per_a": [[-0.007, 0.286, -0.060], [-0.028, -0.105, -0.351], [0.116, -0.173, 0.024], [0.045, -0.030, -0.016], [-0.055, 0.000, 0.028], [0.065, 0.017, 0.046], [0.009, -0.039, 0.063], [0.017, 0.040, -0.049], [0.027, 0.024, -0.060], [0.183, -0.001, -0.147], [0.097, -0.019, 0.003], [0.026, 0.003, 0.227], [0.035, 0.092, 0.017], [0.038, -0.018, -0.045], [0.006, -0.026, 0.096], [-0.015, -0.048, 0.011], [0.022, 0.063, -0.024], [-0.094, 0.093, -0.235], [0.050, 0.031, -0.308], [-0.050, 0.026, -0.024], [0.685, 0.304, -0.515], [-0.044, 0.014, -0.058], [-0.048, 0.064, -0.036], [0.012, 0.010, 0.038], [-1.300, -1.341, 0.170], [-0.337, -0.943, 0.157], [0.277, -0.161, 0.268], [-0.568, 0.017, 1.026], [0.767, 0.412, -0.179], [0.008, -0.008, -0.013], [0.653, 0.877, -0.088], [0.630, -0.599, -0.620], [0.302, 0.745, 0.384], [-0.014, 0.008, -0.027], [0.198, -0.162, 0.113], [0.000, -0.065, 0.067], [-0.015, 0.147, 0.058], [0.133, 0.013, -0.017], [0.679, -0.550, -0.231], [-0.126, -0.005, 0.062], [0.333, -0.318, -0.617], [0.484, 0.517, 0.120], [0.090, -0.183, 0.069], [0.125, -0.078, 0.018], [1.376, -0.156, -0.743], [-1.225, 0.156, 0.591], [-0.914, -0.381, 0.364], [-0.078, 0.093, 0.039], [0.039, -0.060, -0.050], [-0.146, -0.056, -0.220], [0.506, 0.596, -0.139], [-0.104, 0.126, 0.075], [-0.084, 0.075, -0.006], [-0.061, -0.082, -0.011], [-0.094, -0.020, 0.048], [-0.053, -0.035, -0.022], [-0.041, 0.092, 0.131], [-0.204, -0.145, -0.105], [-0.076, 0.071, 0.043], [-0.114, -0.064, 0.212], [-0.089, 0.046, -0.077], [-0.092, -0.090, -0.188], [0.079, 0.069, -0.004], [-0.018, 0.099, 0.002], [-0.360, 0.056, 0.141], [-0.004, -0.067, -0.072], [-0.043, 0.055, -0.062], [-0.094, -0.028, 0.012], [0.247, 0.046, -0.259], [-0.613, -0.071, 0.442], [0.032, -0.017, 0.061], [0.026, -0.019, 0.081], [0.011, -0.132, 0.167], [-0.405, -0.148, 0.195], [-0.062, 0.062, 0.152], [-0.213, -0.149, -0.241], [-0.334, 0.101, 0.184], [0.332, 0.647, -0.112], [-0.091, 0.062, 0.024], [-0.047, -0.165, -0.302], [-0.370, -0.109, 0.362], [0.007, 0.066, 0.078], [-0.015, -0.165, 0.004], [0.045, -0.047, 0.063], [0.189, -0.228, 0.147], [-0.056, 0.015, 0.161], [0.038, 0.017, -0.085], [-0.160, -0.072, 0.196], [-0.080, 0.058, -0.018], [0.412, -0.183, -0.540], [-0.035, 0.362, -0.400], [-0.083, -0.020, 0.047], [0.070, -0.061, 0.028], [-0.179, 0.366, 0.029], [0.371, 0.507, 0.280], [-0.489, -0.276, 0.065], [-0.017, 0.080, -0.061], [-0.025, 0.261, -0.099], [-0.021, -0.066, 0.045]]
}